Here is C24H43Cl2F6GeO2PPdSb as an isolated structure in a non-equilibrium geometry from the Open Molecules 2025 dataset. Energies are from ωB97M-V/def2-TZVPD.

Last column: Mulliken charge in e.
Cartesian coordinates (Å):
Sb  -0.44  3.93  0.31  2.27
Pd  -0.71  0.39  -0.65  0.18
Ge  1.33  -0.40  0.66  -0.32
Cl  -6.76  -1.07  3.92  -0.01
Cl  -3.83  3.01  2.19  0.07
P  -0.05  -0.02  -2.86  0.53
F  0.17  4.43  -1.39  -0.54
F  0.55  2.22  0.18  -0.43
F  -1.68  5.32  0.47  -0.54
F  1.06  4.70  1.11  -0.51
F  -0.98  3.31  2.02  -0.51
F  -1.81  2.90  -0.59  -0.64
O  -2.13  0.84  1.26  0.42
O  -1.89  -1.66  0.06  -0.52
C  -5.23  0.92  3.07  -0.68
C  0.43  -2.84  -3.02  -1.55
C  -3.21  0.45  1.64  -0.14
C  2.34  -2.85  1.64  -0.91
C  2.44  -1.31  -3.05  -1.52
C  3.77  -2.33  1.49  -0.01
C  1.95  1.96  -2.68  -1.13
C  1.40  -2.35  0.52  -0.26
C  0.87  0.25  2.43  -0.19
C  0.89  1.03  5.33  -1.10
C  0.00  2.57  -4.11  -1.72
C  0.96  -1.46  -3.43  0.45
C  -3.66  -0.96  1.52  0.84
C  -2.63  0.99  -3.03  -1.69
C  1.72  1.76  4.29  -0.55
C  -1.73  -0.10  -3.64  0.78
C  -2.90  -1.92  0.66  -0.51
C  -4.17  1.41  2.33  0.39
C  4.69  -2.87  2.57  -1.54
C  0.86  1.41  -3.61  0.56
C  -4.74  -1.38  2.21  -0.79
C  -2.42  -1.46  -3.50  -1.66
C  -5.50  -0.44  3.04  0.55
C  2.11  0.89  3.09  -1.01
H  0.09  0.99  2.35  0.18
H  4.15  -2.59  0.50  0.34
H  0.80  1.62  6.24  0.41
H  1.18  2.64  3.92  0.18
H  1.51  2.58  -1.90  -0.08
H  1.34  0.94  -4.48  0.69
H  -3.50  -1.31  -3.53  0.45
H  2.64  1.50  2.36  0.42
H  0.49  -0.60  3.01  0.75
H  2.96  -2.22  -3.33  0.52
H  2.64  2.14  4.74  0.46
H  0.89  -1.37  -4.52  0.63
H  -5.86  1.59  3.63  0.52
H  2.61  2.61  -3.26  0.59
H  -3.35  -2.93  0.61  0.41
H  4.36  -2.57  3.56  0.31
H  -0.46  3.11  -3.28  0.21
H  2.80  0.10  3.42  0.34
H  -3.60  0.96  -3.54  0.58
H  -0.76  2.26  -4.82  0.43
H  -2.24  2.00  -3.10  0.22
H  -0.46  -3.13  -3.57  0.32
H  2.56  1.20  -2.21  0.18
H  -1.56  0.12  -4.70  0.72
H  0.66  3.28  -4.62  0.48
H  0.21  -2.90  -1.95  0.20
H  1.95  -2.56  2.62  0.22
H  1.20  -3.58  -3.24  0.46
H  2.35  -3.94  1.62  0.62
H  -2.17  -2.13  -4.32  0.34
H  0.40  -2.77  0.64  0.30
H  1.78  -2.65  -0.45  0.35
H  3.77  -1.23  1.54  0.23
H  5.71  -2.51  2.43  0.41
H  2.45  0.35  -0.05  0.12
H  1.35  0.08  5.60  0.30
H  -5.08  -2.41  2.18  0.53
H  2.92  -0.49  -3.57  0.33
H  -2.84  0.78  -1.97  0.24
H  4.72  -3.96  2.54  0.39
H  -0.12  0.83  4.97  0.16
H  2.58  -1.16  -1.98  0.27
H  -2.18  -1.96  -2.56  0.20

For the orbital gap (alpha / beta), the calculation gives 4.21 / 4.74 eV. As for the spin multiplicity: 2. Its net charge is +2. Its expectation value of S² is 0.753. The calculation puts the highest occupied orbital energy (alpha / beta) at -14.7 / -15.2 eV.

Here is C24H43IrN2OP3S as an isolated structure in a non-equilibrium geometry from the Open Molecules 2025 dataset. Energies are from ωB97M-V/def2-TZVPD.

Last column: Mulliken charge in e.
Cartesian coordinates (Å):
Ir  0.11  0.25  0.58  1.83
S  2.76  3.05  3.33  0.00
P  1.72  -1.35  0.01  0.82
P  0.13  1.56  -1.28  1.56
P  -1.63  1.66  1.54  0.59
O  -0.39  -1.41  -3.61  -0.22
N  2.69  2.56  0.69  -0.11
N  1.48  1.08  2.15  0.46
C  -2.44  0.97  3.03  -1.32
C  1.95  1.84  4.32  0.60
C  -1.01  -1.45  1.38  -1.55
C  2.28  2.11  1.93  -0.29
C  1.37  0.81  3.53  -0.17
C  -1.40  -4.76  -4.64  -0.49
C  1.90  -2.82  1.10  -1.59
C  -2.42  -3.14  -6.12  -0.46
C  -0.68  -3.73  -4.01  -0.06
C  -0.91  -2.41  -4.40  0.99
C  0.44  -0.15  5.54  -0.38
C  -3.09  2.07  0.50  -1.47
C  1.54  1.46  -2.42  -1.35
C  0.06  3.36  -0.93  -1.27
C  1.39  -2.11  -1.62  -0.67
C  -2.27  -4.47  -5.69  -0.52
C  -1.37  1.24  -2.24  -1.28
C  0.65  -0.22  4.16  -0.64
C  1.75  1.89  5.69  -0.17
C  0.96  0.91  6.29  -0.84
C  -1.52  -1.10  0.08  -1.03
C  -0.97  3.21  2.27  -1.23
C  3.45  -0.77  -0.09  -1.52
C  -1.75  -2.09  -5.49  -0.66
H  2.24  2.70  6.22  0.51
H  3.75  -0.32  0.87  0.38
H  -2.84  -5.26  -6.17  0.46
H  -1.39  1.92  -3.10  0.58
H  3.34  3.34  0.71  0.31
H  0.29  -1.04  3.55  0.37
H  -0.53  -0.53  -4.02  0.27
H  2.28  2.23  -2.15  0.49
H  -3.06  1.74  3.51  0.53
H  -2.82  2.74  -0.32  0.47
H  -3.07  -2.91  -6.96  0.44
H  -0.86  3.64  -0.40  0.38
H  1.05  -3.51  0.95  0.55
H  -1.89  -1.05  -5.78  0.43
H  -1.59  -1.17  2.26  0.51
H  -3.83  2.57  1.13  0.57
H  1.95  -2.51  2.15  0.31
H  1.85  -3.10  -1.66  0.72
H  0.94  3.63  -0.34  0.31
H  -0.46  -2.39  1.45  0.55
H  2.00  0.47  -2.38  0.12
H  1.82  -1.49  -2.42  0.59
H  -1.29  -1.75  -0.76  0.35
H  -2.50  -0.62  0.04  0.55
H  0.31  -2.21  -1.81  -0.77
H  1.21  1.67  -3.45  0.53
H  -1.27  -5.78  -4.29  0.46
H  3.59  -0.05  -0.91  0.34
H  0.09  3.91  -1.88  0.59
H  -3.07  0.12  2.74  0.48
H  -1.40  0.19  -2.56  -0.05
H  -1.67  0.63  3.73  0.20
H  2.84  1.86  -0.03  -0.10
H  4.08  -1.65  -0.28  0.59
H  2.82  -3.37  0.84  0.53
H  -1.80  3.87  2.55  0.57
H  0.78  0.95  7.37  0.47
H  -3.54  1.15  0.10  0.34
H  0.02  -3.92  -3.20  0.41
H  -2.26  1.42  -1.63  0.07
H  -0.31  3.75  1.58  0.33
H  -0.16  -0.91  6.04  0.51
H  -0.39  2.96  3.17  0.21

For the orbital gap (alpha / beta), the calculation gives 5.95 / 5.04 eV. As for the spin multiplicity: 6. Its net charge is +4. Its expectation value of S² is 8.798. The calculation puts the highest occupied orbital energy (alpha / beta) at -16.6 / -20.0 eV.

Here is C24H43MoN2P3S as an isolated structure in a non-equilibrium geometry from the Open Molecules 2025 dataset. Energies are from ωB97M-V/def2-TZVPD.

Last column: Mulliken charge in e.
Cartesian coordinates (Å):
Mo  -0.40  -0.57  0.21  -0.29
S  -5.01  -3.37  -1.47  0.13
P  1.42  1.11  -0.40  1.18
P  0.90  -2.27  -0.86  1.05
P  0.15  -0.92  2.48  1.29
N  -1.57  1.21  -0.52  1.05
N  -2.88  2.38  -1.87  0.08
C  -1.24  -0.48  3.57  -1.37
C  1.23  2.69  0.50  -1.10
C  -2.02  1.34  -1.78  -1.30
C  -2.05  -1.38  -0.61  -0.72
C  -2.21  2.23  0.24  -0.22
C  0.17  -3.96  -1.01  -1.49
C  -2.72  3.74  2.01  -0.75
C  -4.28  -0.91  -4.49  -0.76
C  3.19  0.73  -0.16  -1.27
C  -5.36  0.44  -2.79  -0.67
C  -4.18  -1.96  -3.58  -0.28
C  -5.31  -0.62  -1.89  -0.15
C  -4.77  -1.88  -2.31  0.37
C  -3.03  2.96  -0.62  0.79
C  1.55  0.01  3.13  -1.22
C  1.37  1.66  -2.15  -1.29
C  -3.50  4.50  1.11  -0.67
C  2.55  -2.73  -0.16  -0.95
C  -4.88  0.29  -4.10  -0.43
C  -2.07  2.57  1.57  0.10
C  1.30  -1.94  -2.63  -1.19
C  0.52  -2.65  2.91  -1.24
C  -1.73  -2.05  0.69  -0.54
C  -3.67  4.11  -0.22  -1.00
H  0.51  2.31  -2.31  0.39
H  3.76  1.67  -0.15  0.56
H  2.89  -3.65  -0.65  0.50
H  1.08  2.52  1.58  0.16
H  2.15  3.29  0.35  0.57
H  -1.76  -3.09  0.56  0.50
H  -4.25  4.68  -0.94  0.51
H  1.62  -0.18  4.21  0.50
H  -0.04  -3.36  2.28  0.31
H  0.43  -1.47  -3.11  0.31
H  -4.97  1.09  -4.82  0.53
H  -5.74  -0.54  -0.89  0.48
H  -3.98  5.43  1.48  0.42
H  2.29  2.22  -2.37  0.47
H  -1.88  -1.93  -1.53  0.19
H  -2.61  4.08  3.04  0.49
H  -3.73  -2.93  -3.85  0.54
H  -1.09  -0.98  4.53  0.57
H  -1.81  0.65  -2.59  0.48
H  -1.28  0.60  3.72  0.46
H  -2.19  -0.80  3.13  0.33
H  -2.56  -1.98  1.37  0.44
H  3.37  0.21  0.79  0.29
H  -3.40  2.62  -2.72  0.36
H  0.02  -4.44  -0.04  0.39
H  -2.96  -0.81  -0.59  0.13
H  -3.90  -1.07  -5.50  0.49
H  3.28  -1.94  -0.35  0.32
H  2.48  -0.30  2.64  0.27
H  3.57  0.10  -0.98  0.40
H  -5.85  1.38  -2.50  0.60
H  -4.56  -3.27  -0.27  0.19
H  1.42  1.09  2.97  0.25
H  2.48  -2.89  0.92  0.21
H  1.59  -2.84  2.81  0.36
H  0.37  3.24  0.11  0.37
H  1.30  0.80  -2.83  0.27
H  -0.79  -3.94  -1.54  0.42
H  0.21  -2.81  3.96  0.54
H  1.52  -2.89  -3.13  0.54
H  2.16  -1.27  -2.72  0.34
H  -1.48  1.94  2.23  -0.16
H  0.85  -4.61  -1.59  0.55

For the orbital gap (alpha / beta), the calculation gives 5.16 / 4.67 eV. As for the spin multiplicity: 3. Its net charge is +4. Its expectation value of S² is 2.032. The calculation puts the highest occupied orbital energy (alpha / beta) at -19.5 / -19.5 eV.

- Which value of net charge does entry 3 give?
  +4

- Which value of net charge does entry 3 give?
  +4

- Which of these has the highest spin multiplicity?
  C24H43IrN2OP3S

- Which of these has the lowest spin multiplicity?
  C24H43Cl2F6GeO2PPdSb